Entry 1:
60
Properties=species:S:1:pos:R:3:mulliken_charge:R:1 method="wB97M-V/def2-TZVPD" fmax_ev_per_a=3.3 total_energy_ev=-207352.1897 relative_energy_kcal_mol=30.7 multiplicity=1 homo_energy_ev="-16.3 / -16.3" total_charge=+3
W 0.1640 -1.1966 -0.2760 0.69
Te 0.9523 -2.4292 2.7673 0.20
Te 1.9599 -3.8396 0.7029 0.18
Se 1.9735 -2.4599 -1.4167 -0.01
Se -1.1835 -1.4704 1.8460 -0.13
S 1.6472 0.5847 -2.3187 -0.24
S 0.7873 1.2918 0.8492 0.90
O 1.4167 -0.1727 0.7452 -0.26
O 1.6579 2.2581 0.2971 -0.55
N -2.3806 -0.0729 -0.6736 -0.04
N -2.1378 -4.8564 -2.0282 -0.58
N -0.4122 0.7871 -0.1200 0.20
N -1.1906 -2.2982 -5.3164 -0.48
N -0.8685 -1.5753 -2.6545 0.67
N 3.6998 2.1942 -2.0348 -0.05
N -2.2053 -5.3017 -0.7745 0.12
N -1.1126 -3.4480 -0.6297 0.48
N 4.2655 -0.0138 -2.2850 -0.29
C -3.6926 -0.0285 -0.9183 -0.36
C -0.7572 -0.6840 -3.6405 -0.57
C 3.3424 0.9396 -2.1840 0.64
C 0.4460 1.5084 2.5523 0.97
C -1.4738 -3.7382 -1.9216 0.27
C -4.4308 1.1377 -0.8210 -0.91
C -1.2122 -2.8212 -3.0110 -0.02
C -2.4142 2.2896 -0.2262 -0.67
C -0.9244 2.1784 4.3762 -0.98
C 5.0814 2.6675 -2.0732 -1.12
C -0.7640 2.0102 3.0127 -0.22
C 0.0961 1.8600 5.2758 0.76
C 1.2912 1.3269 4.7708 -0.89
C -1.3708 -3.1786 -4.3472 -0.52
C -1.7711 1.0740 -0.3328 0.44
C -3.7799 2.3126 -0.4749 -0.44
C -0.9122 -1.0517 -4.9729 -0.84
C -0.0464 2.1038 6.7399 -1.52
C 1.4840 1.1547 3.4152 -0.66
C -1.6006 -4.4662 0.0634 -0.39
H 2.9678 2.8741 -1.9025 0.27
H -1.8635 3.1881 0.0226 0.65
H 0.4707 3.0308 7.0024 0.34
H -1.5288 -4.6089 1.1296 0.45
H -2.6855 -6.1665 -0.5658 0.22
H -5.4920 1.1260 -1.0233 0.47
H 5.5649 2.3381 -2.9947 0.40
H 2.4285 0.7842 3.0355 0.57
H -4.1552 -0.9678 -1.1956 0.54
H -1.0850 2.2132 7.0431 0.40
H 5.6433 2.3073 -1.2103 0.36
H -1.6344 -4.1923 -4.6236 0.50
H -1.8630 2.5705 4.7455 0.43
H -0.5525 0.3391 -3.3613 0.81
H 5.2468 0.2229 -2.3252 0.23
H 0.4249 1.3104 7.3186 0.40
H -4.3307 3.2400 -0.3948 0.49
H 4.0134 -0.9258 -2.6151 0.15
H 2.0834 1.0569 5.4576 0.46
H 5.0831 3.7524 -2.0659 0.36
H -0.7926 -0.3312 -5.7723 0.42
H -1.5674 2.2620 2.3332 0.30


Entry 2:
19
Properties=species:S:1:pos:R:3:mulliken_charge:R:1 method="wB97M-V/def2-TZVPD" fmax_ev_per_a=3.8 total_energy_ev=-66232.9737 relative_energy_kcal_mol=29.8 multiplicity=1 homo_energy_ev=-7.8
P 0.5226 -2.7003 2.1719 -0.18
P 0.9070 0.7944 -1.9028 -0.24
P -1.1394 0.0313 -2.0335 0.13
P -2.2583 1.5658 -0.9681 -0.18
P 0.3290 0.6548 1.5939 -0.06
P 2.4187 1.1631 1.0990 -0.19
P 0.3886 -1.2420 0.5451 0.06
C -1.2632 -1.4046 -0.0808 -0.99
H -2.3400 2.4266 -2.2062 0.10
H -3.4070 0.9574 -1.3231 0.08
H 1.8024 -2.2163 2.2855 0.08
H -2.0119 -0.8011 0.4853 0.43
H 2.8390 1.6129 2.5622 0.10
H -1.4910 -2.3596 -0.4836 0.41
H 1.3728 -0.3848 -2.4775 0.12
H 1.0287 -3.7305 1.4483 0.06
H 2.1291 2.5482 0.6621 0.10
H 0.6789 1.4522 -3.2037 0.12
H 0.7577 -0.1210 2.6868 0.07


Entry 3:
19
Properties=species:S:1:pos:R:3:mulliken_charge:R:1 method="wB97M-V/def2-TZVPD" fmax_ev_per_a=6.4 total_energy_ev=-5407.7531 relative_energy_kcal_mol=63.6 multiplicity=2 homo_energy_ev="1.5 / -7.3" total_charge=-1 s2=0.75
C -1.2156 1.3574 1.8315 0.12
C 1.6819 -2.2183 -1.2029 -1.18
C -2.2640 1.0246 0.7400 -2.42
C 0.2714 1.4285 1.4604 -1.91
C 1.3891 -1.1609 -2.4100 -2.41
H 0.2455 1.7553 0.4706 0.47
H -2.8900 1.8217 0.3564 0.66
H 0.2761 -0.9943 -2.3059 1.02
H -1.4303 2.4265 2.2547 0.12
H 2.6339 -2.0630 -0.9726 0.40
H -1.4720 0.6568 2.7562 0.36
H 1.5498 -3.2767 -1.4567 0.46
H 0.8442 2.1068 2.0171 0.63
H 1.2073 -1.6550 -3.3169 0.37
H -2.7157 0.1853 1.0375 0.73
H 0.7576 0.5090 1.8564 0.37
H 0.8074 -1.9389 -0.4787 0.19
H 2.2289 -0.5164 -2.5373 0.67
H -1.9054 0.5516 -0.0998 0.36


Entry 4:
60
Properties=species:S:1:pos:R:3:mulliken_charge:R:1 method="wB97M-V/def2-TZVPD" fmax_ev_per_a=0.6 total_energy_ev=-364991.5765 relative_energy_kcal_mol=0.0 multiplicity=3 homo_energy_ev="-15.6 / -15.6" total_charge=+3 s2=2.06
W -0.5083 -1.0303 0.1635 0.84
Sb -5.2911 -3.1554 -1.8970 0.91
Se -2.3569 -2.1653 -0.2383 0.31
Se -6.3021 -1.2529 -1.0439 -0.30
Se -4.7524 -5.2392 -0.8992 -0.14
Se -3.5857 -3.4305 -3.4887 -0.33
As -0.9986 1.4498 -0.2118 0.79
N 1.2056 -2.3448 0.1943 -0.06
N -0.0984 -1.1959 2.2193 -0.26
C 1.8609 -1.2968 3.6412 0.87
C 3.8233 -3.2374 0.4356 -0.61
C -0.8190 3.2039 0.4999 0.78
C -3.9280 0.9033 -3.1951 -0.73
C 0.1341 4.0597 -0.0528 -0.30
C 1.9043 0.7109 -0.6726 -0.03
C 3.2451 -2.5104 1.5002 1.08
C 3.9139 -2.2187 2.7371 -0.99
C -0.2784 -0.5877 4.5138 -0.99
C -0.6859 5.7878 1.4055 -0.49
C 1.1525 -0.4902 -3.1121 -0.55
C -1.2437 0.3570 -2.7182 0.63
C -1.7024 3.6126 1.4955 -0.50
C -3.1822 0.1688 -4.1125 -0.90
C 0.5593 0.7269 -1.1033 -1.07
C 3.0765 -3.5292 -0.6829 -0.88
C -1.6298 4.9227 1.9419 -0.77
C -0.8379 -0.7636 3.2447 -0.23
C 1.2190 -1.5142 2.4238 0.46
C -2.0064 1.1143 -1.8109 0.65
C 1.9155 -2.1315 1.3430 0.37
C 0.1930 5.3615 0.4174 -0.77
C -1.8453 -0.1123 -3.8812 -0.94
C 2.8550 0.1361 -1.4876 -0.70
C 1.7657 -3.0437 -0.7899 -0.40
C 0.1659 0.1392 -2.3347 1.03
C -3.3490 1.3728 -2.0227 -0.82
C 2.4696 -0.4648 -2.6970 -0.89
C 1.0662 -0.8196 4.7048 -0.50
C 3.2509 -1.6376 3.7633 -1.05
H -3.6525 -0.1901 -5.0177 0.51
H -0.9126 -0.2597 5.3249 0.45
H 4.9536 -2.4997 2.8441 0.47
H -1.8800 -0.5504 3.0494 0.57
H 0.8967 -0.9322 -4.0662 0.54
H -1.2870 -0.6885 -4.6074 0.48
H 0.9196 6.0472 0.0035 0.43
H 3.8999 0.1645 -1.2082 0.57
H -4.9705 1.1102 -3.3952 0.51
H -0.6369 6.8092 1.7585 0.43
H 3.4838 -4.1229 -1.4892 0.49
H 3.2295 -0.9013 -3.3336 0.50
H 4.8466 -3.5841 0.5169 0.55
H -3.9401 1.9378 -1.3139 0.51
H 1.5160 -0.6583 5.6771 0.53
H 1.1691 -3.2241 -1.6743 0.61
H 2.1895 1.1923 0.2568 0.62
H -2.4400 2.9379 1.9130 0.39
H -2.3122 5.2689 2.7059 0.43
H 3.7508 -1.4465 4.7039 0.46
H 0.8021 3.7346 -0.8405 0.44


Entry 5:
8
Properties=species:S:1:pos:R:3:mulliken_charge:R:1 method="wB97M-V/def2-TZVPD" fmax_ev_per_a=4.6 total_energy_ev=-10293.7117 relative_energy_kcal_mol=79.9 multiplicity=1 homo_energy_ev=-8.7
O 1.5203 -0.5535 0.7952 -0.40
O -1.5124 0.5381 0.7117 -0.39
O -1.6947 -0.5844 -1.2124 -0.39
O 1.5869 0.4634 -1.3384 -0.37
C -1.0864 -0.0873 -0.3593 0.32
C 1.1825 -0.0265 -0.3451 0.52
H -2.5098 0.8052 0.5489 0.34
H 2.5137 -0.5551 1.1994 0.37


Entry 6:
12
Properties=species:S:1:pos:R:3:mulliken_charge:R:1 method="wB97M-V/def2-TZVPD" fmax_ev_per_a=6.1 total_energy_ev=-15347.9639 relative_energy_kcal_mol=90.2 multiplicity=2 homo_energy_ev="-5.1 / -6.3" s2=0.75
Sn 0.0908 0.7223 0.9198 0.25
O -1.4890 0.3654 -0.1091 -0.61
O 1.2775 -1.2535 -0.1064 -0.26
O 1.7828 0.9363 -0.1193 -0.30
C 1.7256 -0.2999 -1.0204 -0.58
C -1.2494 -1.0130 -0.3623 -0.22
C -0.0330 -1.4772 0.4081 -0.46
Li -2.7335 1.4132 -0.7459 0.87
H -1.1497 -1.1771 -1.4556 0.26
H -0.0856 -2.5143 0.7562 0.42
H 2.1882 1.6393 -0.6298 0.34
H -2.1189 -1.6008 -0.0106 0.29


What did the fifth record say?
8
Properties=species:S:1:pos:R:3:mulliken_charge:R:1 method="wB97M-V/def2-TZVPD" fmax_ev_per_a=4.6 total_energy_ev=-10293.7117 relative_energy_kcal_mol=79.9 multiplicity=1 homo_energy_ev=-8.7
O 1.5203 -0.5535 0.7952 -0.40
O -1.5124 0.5381 0.7117 -0.39
O -1.6947 -0.5844 -1.2124 -0.39
O 1.5869 0.4634 -1.3384 -0.37
C -1.0864 -0.0873 -0.3593 0.32
C 1.1825 -0.0265 -0.3451 0.52
H -2.5098 0.8052 0.5489 0.34
H 2.5137 -0.5551 1.1994 0.37


Please write out number 1 again, unchanged.
60
Properties=species:S:1:pos:R:3:mulliken_charge:R:1 method="wB97M-V/def2-TZVPD" fmax_ev_per_a=3.3 total_energy_ev=-207352.1897 relative_energy_kcal_mol=30.7 multiplicity=1 homo_energy_ev="-16.3 / -16.3" total_charge=+3
W 0.1640 -1.1966 -0.2760 0.69
Te 0.9523 -2.4292 2.7673 0.20
Te 1.9599 -3.8396 0.7029 0.18
Se 1.9735 -2.4599 -1.4167 -0.01
Se -1.1835 -1.4704 1.8460 -0.13
S 1.6472 0.5847 -2.3187 -0.24
S 0.7873 1.2918 0.8492 0.90
O 1.4167 -0.1727 0.7452 -0.26
O 1.6579 2.2581 0.2971 -0.55
N -2.3806 -0.0729 -0.6736 -0.04
N -2.1378 -4.8564 -2.0282 -0.58
N -0.4122 0.7871 -0.1200 0.20
N -1.1906 -2.2982 -5.3164 -0.48
N -0.8685 -1.5753 -2.6545 0.67
N 3.6998 2.1942 -2.0348 -0.05
N -2.2053 -5.3017 -0.7745 0.12
N -1.1126 -3.4480 -0.6297 0.48
N 4.2655 -0.0138 -2.2850 -0.29
C -3.6926 -0.0285 -0.9183 -0.36
C -0.7572 -0.6840 -3.6405 -0.57
C 3.3424 0.9396 -2.1840 0.64
C 0.4460 1.5084 2.5523 0.97
C -1.4738 -3.7382 -1.9216 0.27
C -4.4308 1.1377 -0.8210 -0.91
C -1.2122 -2.8212 -3.0110 -0.02
C -2.4142 2.2896 -0.2262 -0.67
C -0.9244 2.1784 4.3762 -0.98
C 5.0814 2.6675 -2.0732 -1.12
C -0.7640 2.0102 3.0127 -0.22
C 0.0961 1.8600 5.2758 0.76
C 1.2912 1.3269 4.7708 -0.89
C -1.3708 -3.1786 -4.3472 -0.52
C -1.7711 1.0740 -0.3328 0.44
C -3.7799 2.3126 -0.4749 -0.44
C -0.9122 -1.0517 -4.9729 -0.84
C -0.0464 2.1038 6.7399 -1.52
C 1.4840 1.1547 3.4152 -0.66
C -1.6006 -4.4662 0.0634 -0.39
H 2.9678 2.8741 -1.9025 0.27
H -1.8635 3.1881 0.0226 0.65
H 0.4707 3.0308 7.0024 0.34
H -1.5288 -4.6089 1.1296 0.45
H -2.6855 -6.1665 -0.5658 0.22
H -5.4920 1.1260 -1.0233 0.47
H 5.5649 2.3381 -2.9947 0.40
H 2.4285 0.7842 3.0355 0.57
H -4.1552 -0.9678 -1.1956 0.54
H -1.0850 2.2132 7.0431 0.40
H 5.6433 2.3073 -1.2103 0.36
H -1.6344 -4.1923 -4.6236 0.50
H -1.8630 2.5705 4.7455 0.43
H -0.5525 0.3391 -3.3613 0.81
H 5.2468 0.2229 -2.3252 0.23
H 0.4249 1.3104 7.3186 0.40
H -4.3307 3.2400 -0.3948 0.49
H 4.0134 -0.9258 -2.6151 0.15
H 2.0834 1.0569 5.4576 0.46
H 5.0831 3.7524 -2.0659 0.36
H -0.7926 -0.3312 -5.7723 0.42
H -1.5674 2.2620 2.3332 0.30


What is the multiplicity in the second record?
1


The highest multiplicity belongs to which entry?
C30H21AsN2SbSe4W